Entry A
A 4-piece molecular cluster, C4H17N2O2 overall, computed with wB97M-V/def2-TZVPD.

Summary:
HOMO level, eV: -13.5
Charge: +1
E_LUMO, eV: -7.4022
Frontier orbital gap, eV: 6.05

Element x y z (Å)
N: 2.22719 0.49284 -0.05784
C: -0.44934 0.06310 -1.08122
C: -0.19012 -1.32259 -1.64105
C: -1.37808 0.00047 0.14504
N: -2.08234 1.16152 0.67045
C: -2.61752 2.33571 -0.25017
H: 1.78244 1.00395 0.73756
H: 2.53023 1.06823 -0.81725
H: 1.22606 0.30808 -0.62391
H: -0.80978 0.85874 -1.76740
H: -1.15320 -1.86126 -1.45522
H: 0.04703 -1.46949 -2.69710
H: 0.72499 -1.74257 -1.13388
H: -0.88711 -0.31614 1.22124
H: -2.14633 -0.77275 -0.02209
H: -1.76596 1.55965 1.54665
H: -3.26979 1.99112 -1.02114
H: -1.86812 2.85977 -0.77956
H: -3.33696 2.81867 0.40204
H: 1.16738 -1.46402 1.99411
H: 1.48167 -0.92845 3.45241
O: 1.32079 -0.73528 2.52999
H: 3.57117 -2.58291 -0.15135
H: 2.96681 -1.17392 0.36582
O: 2.90888 -2.15247 0.43388

Entry B
A 3-piece molecular cluster, C4H17N2O2 overall, computed with wB97M-V/def2-TZVPD.

Summary:
HOMO level, eV: -12.0
Charge: +1
E_LUMO, eV: -3.0638
Frontier orbital gap, eV: 8.95

Element x y z (Å)
N: -0.95240 1.64750 -0.69443
C: -1.16944 0.43817 0.20268
C: 0.03904 -0.49269 0.17040
N: -0.12000 -1.55077 -0.82793
C: -0.21843 -2.89663 -0.27003
C: 0.91198 -1.47710 -1.86328
H: -0.18555 2.22961 -0.32724
H: -1.82618 2.14515 -0.84761
H: -0.66311 1.33767 -1.62320
H: -2.09090 -0.01893 -0.12353
H: -1.27805 0.86969 1.19339
H: 0.15185 -0.90758 1.17302
H: 0.93332 0.08469 -0.05738
H: 0.14428 -2.98246 0.76213
H: 0.39277 -3.61295 -0.82079
H: -1.24581 -3.23124 -0.26608
H: 1.90180 -1.75997 -1.49316
H: 0.90647 -0.47802 -2.32100
H: 0.64585 -2.12696 -2.69499
H: -0.08684 0.97005 4.03358
H: -1.41244 0.39147 3.60487
O: -0.73947 1.03835 3.31801
H: 2.40157 3.13011 -0.81169
H: 1.97761 2.16996 0.29197
O: 1.86249 2.34443 -0.65101

Energies in kJ/mol, measured from the most stable structure: entry A 487.0; entry B 0.0.

Entry A
C13H15N8O5STc as an isolated structure, computed with wB97M-V/def2-TZVPD.

Summary:
HOMO level (spin up / spin down), eV: -11.4 / -12.0
Charge: +1
Multiplicity: 2
Expectation value of S²: 0.930
E_LUMO (spin up / spin down), eV: -6.2705 / -5.2339
Frontier orbital gap (spin up / spin down), eV: 5.14 / 6.76

Element x y z (Å)
Tc: 0.27045 -0.14113 -0.23381
O: -1.10640 -2.03532 -1.55298
C: -2.29391 -1.49103 -2.12638
C: -2.07217 0.00101 -2.26645
N: -1.65861 0.63638 -0.98502
C: -1.49359 2.10208 -1.18081
C: -0.11297 2.62869 -0.79137
O: 0.11441 3.80064 -0.77016
O: 0.79002 1.70370 -0.46403
C: -2.64225 0.33687 0.08049
C: -2.21831 -0.88374 0.89129
O: -2.98551 -1.68342 1.33593
O: -0.90086 -0.90460 1.11635
H: -1.22295 -2.97371 -1.36269
H: -3.15853 -1.71053 -1.49171
H: -2.48079 -1.91567 -3.11731
H: -2.99635 0.46990 -2.62008
H: -1.28674 0.20098 -2.99555
H: -2.22224 2.65165 -0.58256
H: -1.67849 2.37449 -2.22038
H: -3.64739 0.20247 -0.32266
H: -2.66873 1.17623 0.77876
C: 1.32005 1.09353 5.32895
C: 1.87382 0.18799 4.29949
N: 2.72945 -0.76637 4.49310
N: 2.93198 -1.31060 3.26196
C: 2.21684 -0.72135 2.30892
S: 2.26170 -1.09037 0.64462
N: 1.52974 0.24586 2.95850
N: 0.67001 1.13001 2.31480
H: 1.77339 0.84670 6.28465
H: 0.23900 0.97570 5.41375
H: 1.53871 2.13478 5.09183
H: 3.56604 -2.08720 3.14510
H: 1.07734 2.06163 2.28981
H: -0.22649 1.13483 2.79187
N: 1.12550 -0.45391 -1.99815
C: 1.54402 -0.79287 -3.03344
C: 2.03357 -1.19400 -4.25173
C: 1.31162 -0.85756 -5.42030
N: 0.71430 -0.59968 -6.36728
C: 3.23165 -1.94082 -4.31437
N: 4.20965 -2.54227 -4.36096

Entry B
C13H15N8O5STc as an isolated structure, computed with wB97M-V/def2-TZVPD.

Summary:
HOMO level (spin up / spin down), eV: -12.6 / -12.6
Charge: +1
Multiplicity: 2
Expectation value of S²: 0.758
E_LUMO (spin up / spin down), eV: -5.7506 / -5.7813
Frontier orbital gap (spin up / spin down), eV: 6.81 / 6.77

Element x y z (Å)
Tc: -0.87125 0.59239 0.13742
O: 2.20701 -1.01403 -0.41106
C: 2.99099 0.12234 -0.03803
C: 2.28277 1.40226 -0.41449
N: 1.04444 1.74669 0.34408
C: 0.64214 3.11500 -0.06000
C: -0.76881 3.42703 0.40989
O: -1.16932 4.52837 0.60666
O: -1.54462 2.32797 0.56011
C: 1.29804 1.71500 1.80562
C: 0.91617 0.36131 2.35615
O: 1.48221 -0.22575 3.21989
O: -0.21092 -0.11774 1.76162
H: 2.80321 -1.76793 -0.48377
H: 3.93277 0.12536 -0.59045
H: 3.23085 0.08213 1.02753
H: 2.03393 1.38196 -1.47631
H: 2.99255 2.22290 -0.26482
H: 0.65644 3.17961 -1.14946
H: 1.32975 3.86437 0.33554
H: 0.64712 2.44234 2.29744
H: 2.33044 1.96330 2.04779
C: -0.51775 -4.70812 -0.67472
C: -1.64289 -3.80350 -0.35420
N: -2.87820 -4.13451 -0.14877
N: -3.52666 -2.96008 0.09901
C: -2.72666 -1.90692 0.05158
S: -3.06140 -0.24215 0.28308
N: -1.52022 -2.42716 -0.23215
N: -0.38408 -1.61978 -0.38637
H: -0.89516 -5.72537 -0.72836
H: 0.24829 -4.66041 0.10172
H: -0.07250 -4.43792 -1.63366
H: -4.51622 -2.96342 0.29571
H: 0.02147 -1.81870 -1.30314
H: 0.31318 -1.86634 0.31524
N: -0.67346 0.77274 -1.83706
C: 0.05096 0.39039 -2.68406
C: 0.88021 -0.20768 -3.56421
C: 0.71303 -1.62312 -3.55533
N: 0.45143 -2.73224 -3.38087
C: 1.98546 0.47861 -4.13473
N: 2.88967 1.06295 -4.53772

Energies in kJ/mol, measured from the most stable structure: entry A 94.3; entry B 0.0.

Entry A
A 2-piece molecular cluster, C5H16N5O overall, computed with wB97M-V/def2-TZVPD.

Summary:
HOMO level, eV: -12.7
Charge: +1
E_LUMO, eV: -3.4437
Frontier orbital gap, eV: 9.24

Element x y z (Å)
C: 3.43900 0.29463 -0.55106
C: 2.33569 0.11598 0.46353
C: 1.03178 0.55810 -0.14245
C: -0.28408 -0.09893 0.46416
C: -1.26161 0.97778 -0.00794
N: -0.40197 -1.16985 -0.45304
N: -0.44890 -0.38710 1.93559
N: -1.33545 2.08075 0.75914
N: -1.73992 0.82994 -1.22566
N: -2.65951 -1.73611 -0.74632
O: -0.07598 -2.27079 -0.13418
H: 3.24275 -0.27966 -1.38394
H: 4.35068 -0.07968 -0.28600
H: 3.59379 1.34566 -0.91096
H: 2.60563 0.75128 1.30387
H: 2.26836 -0.88262 0.84891
H: 0.84729 1.63415 -0.11651
H: 1.13582 0.14468 -1.09797
H: -1.08493 -1.15029 2.19015
H: 0.45142 -0.73262 2.25141
H: -2.06022 2.80648 0.64493
H: -1.13515 1.87242 1.74365
H: -1.53700 -0.09337 -1.47100
H: -2.29459 1.62601 -1.63918
H: -2.34039 -2.68605 -0.81259
H: -3.34186 -1.74647 -1.62038
H: -3.30065 -1.72432 -0.00618

Entry B
A 2-piece molecular cluster, C5H16N5O overall, computed with wB97M-V/def2-TZVPD.

Summary:
HOMO level, eV: -12.3
Charge: +1
E_LUMO, eV: -3.4627
Frontier orbital gap, eV: 8.79

Element x y z (Å)
C: 3.23463 -0.78416 0.90381
C: 1.90875 -1.35144 0.25004
C: 0.76632 -0.34454 0.05147
C: -0.53959 -1.02037 -0.35068
C: -2.16466 0.54417 0.49659
N: -1.78400 -0.60926 -0.12996
N: -0.46255 -2.22392 -0.90715
N: -3.43523 0.43205 0.82156
N: -1.32370 1.57635 0.69995
N: 0.14445 2.64341 -1.29541
O: -2.83322 -1.39314 -0.46372
H: 3.64735 0.08886 0.31427
H: 3.87114 -1.55184 0.93972
H: 2.83510 -0.37116 1.93268
H: 1.43456 -2.22220 0.74574
H: 2.31481 -1.65786 -0.79232
H: 0.84917 0.26795 1.05367
H: 0.86177 0.49027 -0.61181
H: -1.21069 -2.82570 -1.09692
H: 0.30144 -2.87132 -0.93734
H: -3.80546 0.98703 1.58313
H: -3.90181 -0.41690 0.42271
H: -0.48278 1.64917 0.14938
H: -1.60000 2.51470 0.80858
H: 0.84892 1.99343 -1.62956
H: 0.60820 3.38018 -0.75887
H: -0.08290 3.07623 -2.19954

Energies in kJ/mol, measured from the most stable structure: entry A 66.4; entry B 0.0.